Run w
Below is a cluster of 2 separate species, C10H16 in total, with properties calculated with ωB97M-V/def2-TZVPD.

E_HOMO = -9.03 eV
Multiplicity = 1
SMILES string = Cc1ccccc1.CCC
Orbital gap = 0.3675 hartree
Lowest unoccupied orbital energy = 0.97 eV

```
26
C10H16 ωB97M-V/def2-TZVPD
C 0.44 -1.43 -1.79
H 2.44 -0.61 1.44
C -0.28 3.32 1.26
C 2.22 -0.05 -0.61
H 2.87 0.82 -0.69
H -1.93 -2.06 0.33
H -1.88 -2.97 -1.31
H -0.76 4.12 0.63
H 0.67 2.90 0.86
C 1.52 -0.59 -1.71
H -0.03 3.69 2.20
H -0.84 1.03 0.97
C 1.80 -0.66 0.58
C -1.34 -2.73 -0.35
C -1.18 2.02 1.36
H -2.90 3.29 0.56
H -2.39 2.02 -0.54
H -1.14 -3.70 0.33
H -1.57 1.76 2.40
C -2.48 2.31 0.45
H 0.04 -1.51 -2.73
C 0.71 -1.62 0.63
H 1.86 -0.20 -2.66
H -3.29 1.56 0.92
C -0.01 -1.91 -0.53
H 0.46 -2.14 1.55
```

Run x
Below is a cluster of 2 separate species, C10H16 in total, with properties calculated with ωB97M-V/def2-TZVPD.

E_HOMO = -8.98 eV
Multiplicity = 1
SMILES string = Cc1ccccc1.CCC
Orbital gap = 0.3679 hartree
Lowest unoccupied orbital energy = 1.03 eV

```
26
C10H16 ωB97M-V/def2-TZVPD
H -0.94 4.97 -0.18
C 1.51 -2.13 -0.82
H 0.74 1.06 -0.18
H -0.94 -4.42 -1.41
C 1.67 -0.76 -0.74
C 0.09 -4.13 -1.22
C -0.71 -0.51 -0.31
C -0.92 -1.87 -0.59
H 0.28 3.92 -0.39
H 2.34 -2.82 -0.92
H -1.88 -2.37 -0.51
H 2.68 -0.39 -0.91
H 0.21 2.00 2.24
H -2.21 3.43 1.18
H -1.27 2.40 3.16
H 0.70 -4.23 -2.11
C 0.55 0.02 -0.43
C -0.51 2.79 2.48
C 0.19 -2.65 -0.78
C -0.31 4.31 0.43
H 0.18 4.92 1.19
H -1.23 2.37 0.52
H -1.45 0.20 0.05
H 0.08 3.57 2.96
H 0.45 -4.76 -0.41
C -1.13 3.26 1.17
```

Run y
Below is a cluster of 2 separate species, C10H16 in total, with properties calculated with ωB97M-V/def2-TZVPD.

E_HOMO = -9.03 eV
Multiplicity = 1
SMILES string = CCc1ccccc1.CC
Orbital gap = 0.3694 hartree
Lowest unoccupied orbital energy = 1.02 eV

```
26
C10H16 ωB97M-V/def2-TZVPD
H -3.76 -0.18 -0.86
H -0.99 0.74 2.25
H 0.13 -2.03 -0.80
C -0.62 -1.40 -0.33
H 1.21 2.88 -2.77
H 2.15 -0.70 3.29
C 1.17 0.71 -2.38
C -1.24 0.16 1.37
C -2.76 -0.31 -0.46
C 1.13 -0.90 2.99
H 1.60 -1.72 1.05
H 0.86 -1.91 3.30
H -2.04 -1.76 -1.88
C -2.46 0.33 0.74
C -1.84 -1.21 -0.97
C 1.28 2.17 -1.95
H 0.76 0.02 -1.65
H 1.68 -0.03 1.04
H 0.50 2.45 -1.24
H 0.71 0.55 -3.36
H -3.10 1.15 1.06
H 2.16 0.38 -2.72
C 1.08 -0.85 1.46
H 0.46 -0.17 3.43
C -0.29 -0.71 0.82
H 2.21 2.33 -1.42
```

run y is preferred energetically. Next in line: 9.8 kcal/mol higher.

Run w
Below is the molecule CH4N2O3, with properties calculated with ωB97M-V/def2-TZVPD.

E_HOMO = -10.17 eV
Multiplicity = 1
SMILES string = CN(O)[N+](=O)[O-]
Orbital gap = 0.4013 hartree
Lowest unoccupied orbital energy = 0.75 eV

```
10
CH4N2O3 ωB97M-V/def2-TZVPD
O -1.55 -1.53 -0.11
H 0.08 2.35 -0.04
O -2.19 0.52 0.10
C 1.03 -0.48 -0.02
O -0.04 1.50 0.33
H 1.90 -0.56 -0.67
H 0.78 -1.59 0.03
N -1.47 -0.38 -0.10
H 1.51 -0.17 0.97
N -0.04 0.34 -0.50
```

Run x
Below is the molecule CH4N2O3, with properties calculated with ωB97M-V/def2-TZVPD.

E_HOMO = -9.47 eV
Multiplicity = 1
SMILES string = O=C(NO)NO
Orbital gap = 0.3682 hartree
Lowest unoccupied orbital energy = 0.55 eV

```
10
CH4N2O3 ωB97M-V/def2-TZVPD
O -0.70 1.14 -0.46
H -0.49 -0.29 -2.40
H -0.15 -1.98 -0.21
O -0.86 -1.05 -1.89
N 0.70 0.21 1.12
N 0.02 -1.09 -0.74
O 0.68 1.48 1.75
H 0.71 -0.57 1.84
C -0.03 0.21 0.03
H 0.12 1.95 0.96
```

run x is preferred energetically. Next in line: 56.2 kcal/mol higher.

Run w
Below is a cluster of 2 separate species, CH4N2O3 in total, with properties calculated with ωB97M-V/def2-TZVPD.

E_HOMO = -9.83 eV
Multiplicity = 1
SMILES string = NC=O.O=NO
Orbital gap = 0.3808 hartree
Lowest unoccupied orbital energy = 0.53 eV

```
10
CH4N2O3 ωB97M-V/def2-TZVPD
H -1.98 0.55 -1.52
O 1.09 -0.60 1.87
O 0.43 -2.59 1.27
O 0.87 0.98 -0.10
H -1.15 -0.13 0.01
H 0.30 1.61 -1.91
N 0.67 -1.46 0.91
N -1.12 0.44 -0.87
H 0.86 0.20 1.35
C 0.02 1.00 -1.04
```

Run x
Below is a cluster of 2 separate species, CH4N2O3 in total, with properties calculated with ωB97M-V/def2-TZVPD.

E_HOMO (alpha / beta) = -9.39 / -7.44 eV
Multiplicity = 1
Orbital gap (alpha / beta) = 0.3636 / 0.2379 hartree
Lowest unoccupied orbital energy (alpha / beta) = 0.50 / -0.97 eV

```
10
CH4N2O3 ωB97M-V/def2-TZVPD
O 1.78 -1.19 -0.28
H -1.18 -1.73 -0.39
H -1.27 -0.94 1.12
O 2.89 0.65 0.33
H -0.23 1.19 0.85
O -1.28 0.14 -0.61
N 2.00 -0.03 -0.10
N -1.69 -1.03 0.15
H -0.52 1.82 -0.92
C -0.50 1.13 -0.17
```

run w is preferred energetically. Next in line: 108.6 kcal/mol higher.

Run w
Below is the molecule C3H6N2S, with properties calculated with ωB97M-V/def2-TZVPD.

E_HOMO = -8.06 eV
Multiplicity = 1
SMILES string = C=NNC(C)=S
Orbital gap = 0.3121 hartree
Lowest unoccupied orbital energy = 0.43 eV

```
12
C3H6N2S ωB97M-V/def2-TZVPD
H 2.78 0.75 -0.60
C -2.50 -0.68 0.02
H -2.89 0.33 -0.13
N -1.30 -1.02 0.08
H -3.21 -1.47 0.16
N -0.34 -0.09 -0.16
C 1.90 0.85 0.06
H -0.65 0.91 -0.25
C 0.96 -0.38 -0.03
H 1.39 1.76 -0.19
H 2.33 0.96 1.08
S 1.53 -1.93 -0.03
```

Run x
Below is the molecule C3H6N2S, with properties calculated with ωB97M-V/def2-TZVPD.

E_HOMO = -8.73 eV
Multiplicity = 1
SMILES string = C1=NCCSN1
Orbital gap = 0.3460 hartree
Lowest unoccupied orbital energy = 0.69 eV

```
12
C3H6N2S ωB97M-V/def2-TZVPD
H -0.18 -2.39 0.19
H 1.52 -1.16 -1.21
C 1.32 -0.85 -0.21
S -1.39 -0.37 -0.14
C 0.15 -1.35 0.36
C 0.68 1.40 0.00
H -1.09 1.79 0.98
N -0.81 1.29 -0.04
H 1.01 2.47 0.25
H 2.23 -1.36 0.18
H 0.22 -1.12 1.41
N 1.61 0.48 -0.01
```

Run y
Below is the molecule C3H6N2S, with properties calculated with ωB97M-V/def2-TZVPD.

E_HOMO = -7.96 eV
Multiplicity = 1
SMILES string = NC(N)=CC=S
Orbital gap = 0.3058 hartree
Lowest unoccupied orbital energy = 0.36 eV

```
12
C3H6N2S ωB97M-V/def2-TZVPD
H 0.20 0.73 1.63
H 0.50 -0.24 -1.85
H 2.57 0.23 -0.75
H -1.62 0.69 1.56
C 1.80 0.19 -0.01
H -2.17 -1.31 -0.01
C 0.64 -0.01 -0.78
N -0.64 0.49 1.17
S 2.09 0.59 1.52
N -1.59 -0.62 -0.75
H -1.26 -0.81 -1.62
C -0.53 0.07 -0.11
```

run w is preferred energetically. Next in line: 7.5 kcal/mol higher.

Run w
Below is the molecule C3H6N2S, with properties calculated with ωB97M-V/def2-TZVPD.

E_HOMO = -9.00 eV
Multiplicity = 1
SMILES string = [H]/N=C(\N)[C@@H]1CS1
Orbital gap = 0.3569 hartree
Lowest unoccupied orbital energy = 0.71 eV

```
12
C3H6N2S ωB97M-V/def2-TZVPD
H -2.30 -1.19 -0.50
C -0.71 -0.04 -0.03
N -1.11 1.05 -0.62
C 1.64 0.92 0.16
N -1.45 -1.20 0.05
H -2.06 0.90 -0.98
H 1.28 1.67 -0.53
H -0.88 -2.07 0.03
S 1.97 -0.76 -0.54
H 0.67 -0.45 1.53
H 2.36 1.29 0.91
C 0.61 -0.12 0.50
```

Run x
Below is the molecule C3H6N2S, with properties calculated with ωB97M-V/def2-TZVPD.

E_HOMO = -9.14 eV
Multiplicity = 1
SMILES string = [H]/N=C\NCC=S
Orbital gap = 0.3097 hartree
Lowest unoccupied orbital energy = -0.71 eV

```
12
C3H6N2S ωB97M-V/def2-TZVPD
H 0.26 1.24 -1.08
C -0.09 0.85 -0.16
N 3.16 -0.64 -0.03
H 2.02 0.21 -1.36
H 1.08 -0.04 1.39
H -0.64 -1.18 -0.63
H 3.26 -0.79 0.98
C -1.03 -0.28 -0.28
S -2.60 -0.25 0.08
H -0.58 1.73 0.31
C 2.14 0.05 -0.30
N 1.15 0.50 0.53
```

run w is preferred energetically. Next in line: 16.8 kcal/mol higher.

Run w
Below is the molecule C3H6N2S, with properties calculated with ωB97M-V/def2-TZVPD.

E_HOMO = -8.95 eV
Multiplicity = 1
SMILES string = N/N=C\[C@@H]1CS1
Orbital gap = 0.3601 hartree
Lowest unoccupied orbital energy = 0.85 eV

```
12
C3H6N2S ωB97M-V/def2-TZVPD
N -1.36 -0.64 1.06
H 0.49 2.13 -0.82
H -1.87 0.53 -0.53
S 0.23 0.32 -2.50
C 0.21 -0.11 -0.72
C -1.09 -0.09 -0.05
H -0.59 -1.55 2.66
H 1.99 1.23 -0.99
N -0.32 -1.31 1.72
H 0.54 -0.80 1.66
H 0.87 -0.89 -0.42
C 0.89 1.19 -1.09
```

Run x
Below is the molecule C3H6N2S, with properties calculated with ωB97M-V/def2-TZVPD.

E_HOMO = -8.41 eV
Multiplicity = 1
SMILES string = C=CC(=S)NN
Orbital gap = 0.3164 hartree
Lowest unoccupied orbital energy = 0.20 eV

```
12
C3H6N2S ωB97M-V/def2-TZVPD
H 1.91 1.61 -0.93
C 1.12 1.73 -0.21
H -0.37 1.03 1.00
H -2.25 -0.91 0.75
H -1.74 0.02 -0.51
H -0.39 -2.38 -0.36
N -1.79 -0.92 -0.15
H 0.84 2.75 0.06
N -0.53 -1.43 -0.10
C 0.64 -0.76 0.12
C 0.42 0.72 0.31
S 2.15 -1.46 0.02
```

run x is preferred energetically. Next in line: 3.2 kcal/mol higher.

Run w
Below is a cluster of 2 separate species, C5H11NO in total, with properties calculated with ωB97M-V/def2-TZVPD.

E_HOMO = -8.71 eV
Multiplicity = 1
SMILES string = C/C=C(C)/N=C\O.[H][H]
Orbital gap = 0.3523 hartree
Lowest unoccupied orbital energy = 0.88 eV

```
18
C5H11NO ωB97M-V/def2-TZVPD
C 0.19 0.69 -0.62
H -1.39 -1.00 -1.54
H -0.67 1.32 -0.87
H 1.82 2.09 -0.68
H 1.34 -2.01 0.03
H 0.74 -1.72 1.67
H -0.48 2.16 2.02
H 2.00 -0.67 0.99
H -0.89 1.54 2.06
C 1.51 1.15 -1.16
O -2.28 -1.20 -1.19
N -1.27 -0.55 0.83
H 1.45 1.36 -2.24
H 2.31 0.42 -1.01
H -3.23 -1.10 0.58
C -2.25 -0.93 0.13
C 0.00 -0.32 0.23
C 1.09 -1.23 0.76
```

Run x
Below is a cluster of 2 separate species, C5H11NO in total, with properties calculated with ωB97M-V/def2-TZVPD.

E_HOMO = -7.59 eV
Multiplicity = 1
SMILES string = C=CC(=C)NC.O
Orbital gap = 0.2778 hartree
Lowest unoccupied orbital energy = -0.02 eV

```
18
C5H11NO ωB97M-V/def2-TZVPD
H 1.51 3.39 -0.55
C 0.78 0.71 0.23
O -4.11 -5.66 -1.77
H 0.67 1.28 2.22
C 0.72 0.34 1.64
H 0.42 3.14 -1.77
C 0.79 -0.85 2.27
H 2.28 0.94 -1.25
H -4.61 -4.95 -1.34
H -0.14 3.96 -0.15
C 1.75 0.25 -0.60
N 0.03 1.92 -0.07
H -3.33 -5.60 -1.21
H 1.65 -1.17 2.86
H 0.13 -1.63 1.90
C 0.44 3.19 -0.68
H 1.70 -0.73 -1.07
H -0.67 1.47 -0.66
```

run w is preferred energetically. Next in line: 89.1 kcal/mol higher.

Run w
Below is a cluster of 2 separate species, C5H11NO in total, with properties calculated with ωB97M-V/def2-TZVPD.

E_HOMO = -7.83 eV
Multiplicity = 1
SMILES string = C=C/C=C(/C)N.O
Orbital gap = 0.3145 hartree
Lowest unoccupied orbital energy = 0.73 eV

```
18
C5H11NO ωB97M-V/def2-TZVPD
H 0.89 1.56 2.30
H 1.50 -0.14 -0.97
C 0.45 -0.07 0.92
C 1.44 0.84 1.68
H -1.30 -2.94 -1.54
C 0.65 -0.47 -0.35
H 2.00 1.76 1.26
H -1.15 -1.31 1.39
C 0.18 -1.57 -1.09
N -0.56 -0.57 1.72
H -1.90 -1.61 -0.48
H -0.82 3.43 -1.06
H -0.66 -0.35 2.69
C -1.04 -2.09 -0.91
H 0.99 -2.13 -1.65
O -0.89 2.98 -1.96
H 2.09 -0.02 1.96
H -0.64 2.06 -1.76
```

Run x
Below is a structure of composition C5H11NO, with properties calculated with ωB97M-V/def2-TZVPD.

E_HOMO = -8.71 eV
Multiplicity = 1
Orbital gap = 0.3509 hartree
Lowest unoccupied orbital energy = 0.84 eV

```
18
C5H11NO ωB97M-V/def2-TZVPD
H 2.60 -0.26 0.34
H 1.73 -1.72 0.91
H -0.59 -1.14 -1.78
H -1.09 -1.25 -0.08
H 1.63 -1.26 -0.71
C -0.14 1.18 0.82
C -0.95 -0.56 -0.91
H -2.96 -0.47 -1.30
H 0.25 2.19 0.73
C 0.16 0.46 -0.60
H -2.10 0.80 -1.91
H 0.21 -0.54 2.10
C 1.67 -0.82 0.29
O 0.72 1.11 -1.48
H 1.54 0.73 2.09
H -1.20 1.13 1.04
N -2.19 0.16 -1.12
C 0.70 0.27 1.58
```

Run y
Below is a cluster of 3 separate species, C5H11NO in total, with properties calculated with ωB97M-V/def2-TZVPD.

E_HOMO = -8.89 eV
Multiplicity = 1
SMILES string = C=CC.C#N.CO
Orbital gap = 0.3586 hartree
Lowest unoccupied orbital energy = 0.87 eV

```
18
C5H11NO ωB97M-V/def2-TZVPD
C 1.12 -0.94 -1.68
C 1.00 1.95 0.26
N 1.43 0.90 0.50
H 1.00 2.98 -0.03
H -2.22 2.28 1.04
H -0.87 0.95 -0.46
H 0.57 -0.42 -2.44
C 0.64 -1.11 -0.44
H 1.12 -1.49 1.59
H -0.45 -0.92 -0.35
O -1.85 0.97 -0.54
H 2.12 -1.25 -1.93
H 0.84 -2.95 0.64
H 2.35 -2.02 0.46
H -3.51 1.17 0.58
H -2.13 0.57 1.49
C -2.44 1.26 0.71
C 1.28 -1.95 0.62
```

Run z
Below is the molecule C5H11NO, with properties calculated with ωB97M-V/def2-TZVPD.

E_HOMO = -9.56 eV
Multiplicity = 1
SMILES string = CCCC(=O)NC
Orbital gap = 0.3841 hartree
Lowest unoccupied orbital energy = 0.89 eV

```
18
C5H11NO ωB97M-V/def2-TZVPD
N -1.75 0.49 0.94
H 2.41 -1.06 -1.54
O -0.22 0.36 2.59
H -3.28 -0.24 -0.27
H 2.95 0.64 -1.36
H 0.33 0.20 -1.37
C 2.41 -0.19 -0.89
H 0.96 1.23 -0.11
C -0.55 0.07 1.45
H -1.71 -0.48 -0.92
C -2.31 0.24 -0.37
H -0.11 -1.60 0.10
H -2.42 1.15 -0.95
H 3.01 -0.43 -0.01
H 1.12 -1.13 1.20
H -2.19 1.22 1.49
C 0.36 -0.71 0.54
C 1.00 0.22 -0.52
```

run z is preferred energetically. Next in line: 63.6 kcal/mol higher.